# 1
Entry from the Open Molecules 2025 dataset: a 4-piece molecular cluster, C6H21NO5 overall (ωB97M-V/def2-TZVPD).

Values from the calculation:
SMILES string   COCCNCCOC.O.O.O
HOMO-LUMO gap   9.44 eV
E   -672.1217 Ha
Net charge   0
Max |F|   0.54 eV/Å

XYZ file:
```
33
Properties=species:S:1:pos:R:3:forces:R:3
C -1.70296 4.46743 -1.10051 -0.24 0.27 0.13
O -1.48963 3.18870 -0.56638 0.08 0.01 0.10
C -2.65495 2.40389 -0.56688 -0.34 -0.29 -0.28
C -2.29773 1.05249 -0.00233 -0.16 -0.24 0.42
N -1.33694 0.38384 -0.86400 0.35 0.07 0.26
C -0.87963 -0.87403 -0.28833 -0.43 0.06 -0.13
C 0.22586 -1.46349 -1.11630 -0.05 -0.53 0.02
O 1.35085 -0.62090 -1.05952 -0.04 0.18 0.18
C 2.46594 -1.19294 -1.69820 0.37 -0.07 -0.02
H -2.14725 4.41153 -2.10164 0.15 0.02 -0.04
H -0.74206 4.97290 -1.12804 0.04 0.02 -0.14
H -2.38280 5.06128 -0.46876 0.06 -0.13 -0.04
H -3.02393 2.26900 -1.59766 0.09 0.07 0.08
H -3.46649 2.87782 0.00350 0.15 0.01 0.13
H -3.18937 0.42297 0.09397 -0.06 0.12 -0.22
H -1.92681 1.16681 1.03305 0.08 0.13 -0.15
H -0.52444 0.99595 -0.91881 -0.10 -0.05 -0.20
H -1.70677 -1.59432 -0.29679 -0.01 0.10 0.06
H -0.56615 -0.75399 0.76004 0.10 -0.08 0.00
H -0.10572 -1.59656 -2.15270 0.01 0.10 -0.04
H 0.48957 -2.46629 -0.73247 -0.02 0.14 0.00
H 2.81495 -2.08186 -1.15674 -0.10 0.00 -0.09
H 3.26953 -0.46053 -1.68151 -0.03 0.05 -0.05
H 2.23363 -1.45863 -2.73440 0.01 0.00 0.00
O 2.91033 -0.06012 3.84710 -0.08 0.00 0.06
H 3.47854 0.55658 3.37924 0.03 0.00 0.00
H 2.56753 -0.64545 3.15150 0.08 0.00 -0.04
O 2.17745 -1.62754 1.57752 -0.03 -0.03 -0.03
H 1.68649 -1.14653 0.89903 0.14 0.11 -0.10
H 1.85865 -2.54092 1.53888 -0.02 -0.02 0.19
O 1.17403 -4.33384 1.86635 -0.03 -0.04 -0.12
H 0.46003 -4.67910 1.32254 -0.02 -0.03 -0.01
H 0.98026 -4.63417 2.75927 0.03 0.06 0.06
```
Forces are in eV/Å.

Atomic charges from the Löwdin analysis, expressed in e, are listed below: number 1, C, carries -0.117; number 2, O, carries -0.190; number 3, C, carries -0.248; number 4, C, carries -0.227; number 5, N, carries -0.049; number 6, C, carries -0.221; number 7, C, carries -0.250; number 8, O, carries -0.211; number 9, C, carries -0.103; number 10, H, carries 0.089; number 11, H, carries 0.087; number 12, H, carries 0.089; number 13, H, carries 0.127; number 14, H, carries 0.125; number 15, H, carries 0.122; number 16, H, carries 0.126; number 17, H, carries 0.110; number 18, H, carries 0.126; number 19, H, carries 0.120; number 20, H, carries 0.130; number 21, H, carries 0.120; number 22, H, carries 0.090; number 23, H, carries 0.095; number 24, H, carries 0.093; number 25, O, carries -0.083; number 26, H, carries 0.023; number 27, H, carries -0.019; number 28, O, carries -0.051; number 29, H, carries 0.016; number 30, H, carries 0.009; number 31, O, carries -0.038; number 32, H, carries 0.050; number 33, H, carries 0.059


# 2
Entry from the Open Molecules 2025 dataset: one molecule with the formula C4H6N2O in a non-equilibrium geometry (ωB97M-V/def2-TZVPD).

Values from the calculation:
SMILES string   C1=NN[C@@H]2C[C@H]2O1
HOMO-LUMO gap   9.34 eV
E   -340.5406 Ha
Net charge   0
Max |F|   5.97 eV/Å

XYZ file:
```
13
Properties=species:S:1:pos:R:3:forces:R:3
C -0.11274 -1.58231 -0.90877 -2.53 0.60 2.93
C -0.03700 -0.80598 0.52206 -1.42 0.29 -1.02
C -0.24417 1.78517 0.08780 -0.69 -0.93 1.77
C -0.16406 -0.12493 -1.01093 4.60 0.93 3.69
H -1.04496 -2.22222 -0.69804 1.74 0.76 -1.35
H 0.77597 -1.82284 -1.44123 0.30 -1.39 0.01
H -1.10724 -0.68381 1.03231 2.25 -0.58 -1.36
H 1.23886 0.03795 1.97570 0.68 -1.31 1.71
H -0.85589 2.63184 0.03133 0.37 2.14 0.73
H 0.95963 0.27620 -0.88218 -2.09 -1.30 -2.10
N 0.94018 0.10385 1.05300 0.07 -1.12 -0.67
N 0.53355 1.40942 1.03155 -0.76 2.06 -1.60
O -0.88214 0.99767 -0.79259 -2.52 -0.16 -2.76
```
Forces are in eV/Å.

Atomic charges from the Löwdin analysis, expressed in e, are listed below: number 1, C, carries -0.016; number 2, C, carries -0.174; number 3, C, carries -0.217; number 4, C, carries -0.270; number 5, H, carries 0.136; number 6, H, carries 0.093; number 7, H, carries 0.166; number 8, H, carries 0.092; number 9, H, carries 0.117; number 10, H, carries 0.176; number 11, N, carries -0.108; number 12, N, carries 0.049; number 13, O, carries -0.043


# 3
Entry from the Open Molecules 2025 dataset: C33H55N6OSSbSi3Y as an isolated structure in a non-equilibrium geometry (ωB97M-V/def2-TZVPD).

Values from the calculation:
HOMO-LUMO gap   8.07 eV
E   -3239.4827 Ha
Net charge   +1
Max |F|   2.87 eV/Å

XYZ file:
```
101
Properties=species:S:1:pos:R:3:forces:R:3
Y 1.39321 0.05445 0.48784 0.05 -1.04 0.44
C 1.71728 3.11707 -0.98981 -1.15 -0.28 -0.80
C 1.01564 3.31491 0.30323 -1.73 0.76 0.45
N 1.59160 2.53007 1.38437 2.04 -0.58 -1.32
C 3.02444 2.89292 1.64545 -0.41 -0.14 -0.57
C 4.01329 1.72627 1.57712 -2.03 -1.14 0.86
N 3.82430 0.90069 0.38633 0.25 -0.34 -0.19
C 4.31502 1.44131 -0.90180 0.53 0.25 1.56
C 3.20856 1.31438 -1.90822 -0.86 -0.09 -0.96
N 1.90546 1.69694 -1.28892 -0.47 -0.31 -0.75
H 2.62626 3.60572 -0.89854 2.09 0.70 -0.21
H 1.17835 3.69954 -1.76398 0.21 -0.58 0.12
H -0.02262 2.98338 0.22103 -0.08 -0.04 -0.12
H 0.91594 4.41482 0.47366 0.40 -0.52 0.27
H 1.16958 2.75849 2.22684 -1.58 0.08 1.68
H 3.08673 3.34357 2.63926 0.20 0.16 -0.23
H 3.22635 3.62382 0.85970 0.71 0.22 0.56
H 3.69285 0.94903 2.35840 0.99 1.52 -0.24
H 5.00213 2.15296 1.68495 0.50 -0.30 0.26
H 4.26424 0.01682 0.60918 0.11 0.07 -0.25
H 5.23202 0.89496 -1.18235 -0.36 0.42 -0.21
H 4.59535 2.50312 -0.64979 -0.19 -0.84 -0.84
H 3.04358 0.26007 -2.34168 0.57 1.75 0.82
H 3.38045 2.05262 -2.68534 0.30 -0.21 -0.66
H 1.20191 1.39975 -1.97435 0.21 0.05 0.43
S 1.85433 -0.85652 5.36006 -0.62 0.59 0.43
C 0.53962 0.26084 5.24161 0.32 0.81 -0.47
C 0.23411 0.52308 3.91522 0.92 -0.58 0.72
C 1.07302 -0.14638 2.97546 -0.84 0.72 -0.80
C 1.95570 -0.91271 3.65059 0.85 -0.62 -0.48
C 2.88651 -1.79895 2.96256 -0.74 0.59 -0.89
C 3.46603 -2.85215 3.61043 1.21 -0.86 -0.12
C 4.27651 -3.73495 2.90448 -0.29 -0.12 -0.21
C 4.51068 -3.49502 1.55602 -0.15 -0.55 -0.92
C 3.90085 -2.37345 0.95411 0.39 0.19 0.56
N 3.06529 -1.56519 1.62611 0.55 -0.46 0.70
H 0.28765 0.89095 6.09860 -0.32 -0.68 -0.16
H -0.52567 1.17266 3.54851 -0.50 0.57 0.38
H 3.30725 -2.94808 4.66201 -0.11 -0.29 0.46
H 4.69133 -4.64837 3.34491 -0.15 0.53 0.06
H 5.05379 -4.28856 0.98820 -0.28 1.23 0.28
H 4.15605 -1.97391 -0.04163 -0.28 -0.93 0.16
O 1.54327 -0.97422 -1.42553 0.06 -0.36 -0.36
C 1.30236 -2.02416 -2.20925 0.30 1.82 -0.23
C 1.52758 -1.92229 -3.60765 1.15 0.77 -1.25
C 1.31828 -3.00156 -4.45530 -0.35 0.68 0.22
C 0.81429 -4.19608 -3.90246 0.38 0.55 -2.79
C 0.54348 -4.27590 -2.59031 -0.80 -0.28 2.25
C 0.76288 -3.18144 -1.71076 -0.65 -1.56 1.68
C 0.38170 -3.27251 -0.22480 0.91 0.87 -1.95
N 0.35259 -2.26976 0.65619 -0.17 -0.73 -0.56
C -0.05434 -2.85084 1.82771 -1.42 -0.69 0.93
C -0.29866 -4.19694 1.63567 0.33 0.49 1.88
N 0.01431 -4.45460 0.35059 0.54 1.32 -1.41
H 1.98183 -0.97526 -4.06746 -0.88 -1.29 1.00
H 1.42111 -2.90230 -5.56440 0.13 -0.10 1.21
H 0.59501 -4.91636 -4.69026 -0.12 -0.53 0.86
H 0.05791 -5.16516 -2.16590 0.24 0.25 -0.36
H -0.29845 -2.24607 2.71159 0.36 -0.46 -0.54
H -0.60252 -4.99392 2.31111 0.09 0.44 -0.15
H 0.46304 -5.25647 -0.02369 -0.32 -1.10 -0.10
C -2.81852 -2.04346 -2.67662 -0.19 0.64 0.37
Si -3.48588 -1.12743 -1.18260 -0.42 -0.42 -0.99
C -5.21725 -0.53250 -1.54171 -0.67 -1.07 0.46
C -3.58615 -2.36781 0.12971 2.16 -1.34 1.08
Sb -1.86817 0.56986 -0.28946 0.34 0.70 -0.55
Si -3.19905 1.59176 1.63134 0.09 0.34 -0.44
C -3.17200 0.26388 2.93851 -0.16 0.47 0.14
C -4.87176 2.21444 1.07427 -0.07 -0.53 0.06
C -2.16896 3.02815 2.20343 0.63 1.40 0.16
Si -2.20298 2.25225 -2.25816 1.19 -0.34 1.02
C -0.85367 1.89583 -3.48563 -0.50 -0.60 -1.76
C -3.90646 2.16466 -2.96332 -0.86 -0.48 -0.10
C -1.77061 4.00078 -1.73078 -1.01 0.89 1.19
H -3.50304 -2.74103 -3.12858 -0.49 -0.37 0.10
H -1.92343 -2.55657 -2.40120 0.72 -0.50 0.21
H -2.54879 -1.36691 -3.45292 0.31 0.71 -0.80
H -5.85973 -1.46294 -1.62584 0.71 0.93 -0.10
H -5.33825 0.07910 -2.41591 -0.14 0.04 -0.35
H -5.61566 0.00337 -0.68563 -0.12 0.14 0.03
H -4.36578 -3.08602 0.01775 -0.84 -0.44 -0.06
H -3.53942 -2.01001 1.15167 -0.43 0.19 0.20
H -2.62930 -2.97973 0.06553 -0.86 0.59 -0.06
H -2.57508 0.63082 3.75486 0.34 0.21 0.43
H -2.64590 -0.58105 2.54933 0.26 -0.75 -0.15
H -4.09416 -0.05399 3.39446 -0.58 -0.13 -0.15
H -5.36343 1.29720 0.74069 -0.34 0.20 0.04
H -4.86219 2.90243 0.22167 0.15 -0.03 0.26
H -5.45942 2.63209 1.89872 0.09 0.02 -0.14
H -1.08473 2.80068 2.39353 -1.02 0.22 -0.32
H -2.58088 3.38269 3.16815 0.16 -0.14 -0.26
H -2.26112 3.92221 1.50944 0.27 -1.08 0.66
H -0.75719 0.87336 -3.95775 -0.23 1.07 0.58
H 0.11239 2.22505 -3.16038 0.54 0.06 0.43
H -1.07211 2.63367 -4.28953 0.04 -0.52 0.01
H -4.05684 1.27295 -3.63249 0.23 1.00 0.46
H -4.16529 3.10351 -3.47421 0.09 -0.35 -0.13
H -4.62905 2.04820 -2.13269 0.31 0.14 -0.40
H -0.73904 4.32335 -1.57129 -0.03 -0.44 -0.41
H -2.26298 4.32936 -0.77845 0.08 -0.43 -0.70
H -2.21876 4.64269 -2.49284 0.16 0.20 -0.12
```
Forces are in eV/Å.

Here are the Löwdin charges for atoms 1 to 99, given in e: number 1, Y, carries 1.323; number 2, C, carries -0.209; number 3, C, carries -0.250; number 4, N, carries -0.081; number 5, C, carries -0.145; number 6, C, carries -0.178; number 7, N, carries -0.139; number 8, C, carries -0.158; number 9, C, carries -0.176; number 10, N, carries -0.131; number 11, H, carries 0.082; number 12, H, carries 0.123; number 13, H, carries 0.052; number 14, H, carries 0.150; number 15, H, carries 0.067; number 16, H, carries 0.134; number 17, H, carries 0.101; number 18, H, carries 0.133; number 19, H, carries 0.123; number 20, H, carries 0.070; number 21, H, carries 0.134; number 22, H, carries 0.131; number 23, H, carries 0.126; number 24, H, carries 0.120; number 25, H, carries 0.071; number 26, S, carries 1.036; number 27, C, carries -0.385; number 28, C, carries -0.236; number 29, C, carries -0.285; number 30, C, carries -0.611; number 31, C, carries -0.303; number 32, C, carries -0.031; number 33, C, carries -0.043; number 34, C, carries -0.052; number 35, C, carries -0.114; number 36, N, carries 0.013; number 37, H, carries 0.069; number 38, H, carries 0.034; number 39, H, carries 0.087; number 40, H, carries 0.121; number 41, H, carries 0.121; number 42, H, carries 0.118; number 43, O, carries -0.310; number 44, C, carries -0.363; number 45, C, carries -0.021; number 46, C, carries -0.080; number 47, C, carries -0.114; number 48, C, carries -0.063; number 49, C, carries -0.089; number 50, C, carries -0.235; number 51, N, carries 0.023; number 52, C, carries -0.135; number 53, C, carries -0.081; number 54, N, carries 0.102; number 55, H, carries 0.130; number 56, H, carries 0.121; number 57, H, carries 0.109; number 58, H, carries 0.115; number 59, H, carries 0.108; number 60, H, carries 0.122; number 61, H, carries 0.147; number 62, C, carries -0.184; number 63, Si, carries 0.241; number 64, C, carries -0.206; number 65, C, carries -0.231; number 66, Sb, carries 0.903; number 67, Si, carries 0.294; number 68, C, carries -0.206; number 69, C, carries -0.205; number 70, C, carries -0.245; number 71, Si, carries 0.294; number 72, C, carries -0.226; number 73, C, carries -0.221; number 74, C, carries -0.214; number 75, H, carries 0.042; number 76, H, carries 0.003; number 77, H, carries 0.010; number 78, H, carries 0.069; number 79, H, carries -0.004; number 80, H, carries 0.003; number 81, H, carries 0.033; number 82, H, carries 0.010; number 83, H, carries 0.047; number 84, H, carries 0.012; number 85, H, carries -0.015; number 86, H, carries 0.042; number 87, H, carries -0.001; number 88, H, carries 0.032; number 89, H, carries 0.043; number 90, H, carries 0.007; number 91, H, carries 0.047; number 92, H, carries 0.043; number 93, H, carries 0.058; number 94, H, carries -0.016; number 95, H, carries 0.053; number 96, H, carries 0.055; number 97, H, carries 0.045; number 98, H, carries 0.016; number 99, H, carries 0.007


Computed values of molar mass (unit: g mol⁻¹) for the preceding records, in sequence: 187.2; 98.1; 878.8.
Computed values of energy relative to the best compared isomer or geometry (same formula, charge and spin) (unit: kcal/mol) for the preceding records, in sequence: 61.9; 159.6; 33.8.